Record 1
ORCA calculation (ωB97M-V with the def2-TZVPD basis set) on a 2-piece molecular cluster, BrHN2O2 overall in a non-equilibrium geometry.

ORCA input file:
```
! wB97M-V def2-TZVPD RIJCOSX def2/J DEFGRID3
* xyz 0 3
N -1.786 0.444 0.247
N -1.032 1.059 0.795
O -2.439 -0.233 -0.389
O 0.540 -0.780 -0.018
Br 2.217 -0.915 -0.054
H 2.501 0.425 -0.582
*
```

Computed properties:
**Kohn-Sham gap (alpha / beta)**: 6.95 / 9.15 eV
**Strongest force on any atom**: 0.140 hartree/bohr
**Electronic energy**: -77125.130 eV
**Lowest unoccupied orbital energy (alpha / beta)**: 0.0132 / -0.0677 hartree

=====

Record 2
ORCA calculation (ωB97M-V with the def2-TZVPD basis set) on a 6-piece molecular cluster, C35H34N6O4 overall in a non-equilibrium geometry.

ORCA input file:
```
! wB97M-V def2-TZVPD RIJCOSX def2/J DEFGRID3
* xyz 0 1
C 7.588 -3.623 -1.967
O 7.124 -2.474 -2.658
C 6.139 -1.748 -1.964
C 4.742 -2.214 -2.320
C 4.498 -2.779 -3.576
C 3.242 -3.249 -3.929
C 2.239 -3.139 -2.991
C 2.450 -2.550 -1.749
C 3.704 -2.077 -1.400
O 3.889 -1.544 -0.161
C 1.156 -2.542 -1.015
O 0.837 -1.899 -0.058
N 0.235 -3.429 -1.735
C 0.819 -3.569 -3.066
O 0.208 -3.956 -4.020
H 8.495 -3.386 -1.405
H 7.809 -4.395 -2.701
H 6.838 -4.012 -1.272
H 6.264 -0.693 -2.219
H 6.277 -1.860 -0.883
H 5.309 -2.865 -4.285
H 3.051 -3.687 -4.899
H 4.454 -0.767 -0.206
H 0.345 -4.347 -1.303
C -2.443 -4.436 2.918
C -1.610 -3.817 2.000
C -1.514 -2.433 2.013
N -2.189 -1.664 2.869
C -2.987 -2.273 3.744
C -3.149 -3.647 3.812
H -2.542 -5.514 2.936
H -1.043 -4.393 1.281
H -0.873 -1.918 1.311
H -3.526 -1.621 4.426
H -3.812 -4.086 4.545
C -2.571 2.162 4.877
C -2.722 3.541 4.884
C -2.217 4.263 3.815
N -1.591 3.708 2.778
C -1.452 2.382 2.791
C -1.923 1.565 3.808
H -2.954 1.563 5.694
H -3.220 4.049 5.700
H -2.316 5.344 3.781
H -0.937 1.954 1.937
H -1.783 0.493 3.752
C -3.203 4.487 -0.017
C -3.756 3.702 -1.017
C -4.102 4.304 -2.217
N -3.936 5.601 -2.467
C -3.405 6.343 -1.497
C -3.023 5.838 -0.263
H -2.915 4.060 0.934
H -3.915 2.642 -0.871
H -4.534 3.721 -3.024
H -3.281 7.397 -1.725
H -2.593 6.489 0.486
C -2.891 -4.701 -6.565
C -1.757 -3.906 -6.519
C -1.285 -3.375 -7.711
N -1.854 -3.586 -8.897
C -2.941 -4.354 -8.921
C -3.498 -4.931 -7.790
H -3.295 -5.135 -5.659
H -1.248 -3.704 -5.586
H -0.402 -2.746 -7.720
H -3.386 -4.512 -9.898
H -4.385 -5.545 -7.871
C 1.220 5.378 7.511
C 2.399 6.094 7.376
C 2.761 6.533 6.111
N 2.041 6.304 5.016
C 0.911 5.615 5.161
C 0.458 5.132 6.381
H 0.902 5.017 8.481
H 3.026 6.309 8.230
H 3.675 7.098 5.965
H 0.345 5.438 4.253
H -0.468 4.576 6.436
*
```

Computed properties:
**SMILES**: COCc1ccc2c(c1O)C(=O)NC2=O.c1ccncc1.c1ccncc1.c1ccncc1.c1ccncc1.c1ccncc1
**Kohn-Sham gap**: 8.56 eV
**Strongest force on any atom**: 0.020 hartree/bohr
**Electronic energy**: -53975.395 eV
**Lowest unoccupied orbital energy**: -0.0266 hartree

=====

Record 3
ORCA calculation (ωB97M-V with the def2-TZVPD basis set) on an isolated ion of composition C5H10N3O and charge +1 in a non-equilibrium geometry.

ORCA input file:
```
! wB97M-V def2-TZVPD RIJCOSX def2/J DEFGRID3
* xyz 1 1
H -1.762 2.170 -0.785
N -1.455 1.154 -0.751
N -0.316 1.010 -1.269
C 0.439 2.068 -1.813
C 0.346 -0.229 -1.162
O 1.065 -0.627 -2.018
C 0.136 -0.874 0.178
C 0.724 -2.212 0.407
N -0.367 -0.113 1.066
C -0.827 -0.428 2.374
H -0.165 2.717 -2.464
H 0.827 2.715 -1.103
H 1.301 1.788 -2.335
H 0.109 -2.721 1.015
H 1.668 -1.999 0.865
H 0.981 -2.951 -0.380
H -1.871 -0.234 2.513
H -0.330 0.287 2.888
H -0.502 -1.521 2.773
*
```

Computed properties:
**SMILES**: [H]/N=[N+](\C)C(=O)/C(C)=N/C
**Kohn-Sham gap (alpha / beta)**: 7.41 / 7.41 eV
**Strongest force on any atom**: 0.090 hartree/bohr
**Electronic energy**: -11854.130 eV
**Lowest unoccupied orbital energy (alpha / beta)**: -0.2387 / -0.2386 hartree

=====

Record 4
ORCA calculation (ωB97M-V with the def2-TZVPD basis set) on C9H8F3I2N2SSn as an isolated structure.

ORCA input file:
```
! wB97M-V def2-TZVPD RIJCOSX def2/J DEFGRID3
* xyz 1 1
Sn 0.015 -1.677 -1.179
F -0.217 -0.513 5.179
C 0.286 -0.932 4.009
F 0.358 -2.270 4.055
F 1.538 -0.453 3.912
C -0.572 -0.468 2.858
C -1.714 0.272 3.092
C -2.508 0.671 2.021
C -2.134 0.298 0.753
N -1.021 -0.406 0.517
C -0.224 -0.789 1.536
S 1.195 -1.678 1.067
H -1.987 0.531 4.106
H -3.404 1.255 2.174
H -2.725 0.558 -0.117
I 1.596 -2.243 -4.113
C -0.099 -1.426 -5.162
I -1.547 -0.329 -4.025
H -0.616 -2.258 -5.620
H 0.295 -0.748 -5.907
C 2.510 2.510 -1.518
C 1.740 1.296 -1.544
N 1.122 0.334 -1.567
H 3.569 2.285 -1.639
H 2.361 3.013 -0.562
H 2.186 3.166 -2.325
*
```

Computed properties:
**Kohn-Sham gap**: 8.04 eV
**Strongest force on any atom**: 0.015 hartree/bohr
**Electronic energy**: -53458.395 eV
**Lowest unoccupied orbital energy**: -0.1327 hartree